Here is C59H52N3OP2Tl as an isolated structure from the Open Molecules 2025 dataset. Energies are from ωB97M-V/def2-TZVPD.

The calculation puts the gap between HOMO and LUMO at 0.250 hartree. The value obtained for the HOMO energy is -6.23 eV. The total charge is 0. As for the calculated total energy: -91814.4868 eV. Its spin multiplicity is 1.

Geometry as XYZ:
```
118
C59H52N3OP2Tl ωB97M-V/def2-TZVPD
H 3.307 -5.701 -3.645
H -5.100 -1.727 -0.785
H -4.643 3.142 1.452
H -1.474 5.454 -3.587
H -4.478 0.685 -2.720
Tl 0.138 -0.039 -2.622
C 2.879 -2.360 -3.289
C -2.276 -1.369 -1.045
C -5.202 1.265 -2.162
N -2.874 -0.105 -0.818
C -7.038 2.806 -0.786
H -3.789 -0.157 -0.402
C 4.772 0.277 -3.246
H 2.602 3.153 4.802
C -0.890 2.853 -1.491
C 2.889 -3.609 -3.891
C -1.279 -3.958 -1.252
H 5.919 -1.041 -0.927
H -7.756 3.415 -0.249
C -4.454 -2.258 -0.079
C -4.613 -0.729 3.683
C 0.607 -2.694 3.844
H -4.444 -1.693 0.859
H 7.454 -1.234 0.995
C 1.779 -4.701 3.226
H 4.170 -0.522 3.657
C -3.881 -1.903 3.759
C 0.725 2.618 0.429
H 0.872 -2.937 0.480
C -1.010 -1.564 -1.601
C 3.301 -4.725 -3.176
C 0.518 1.034 -4.329
H 3.934 3.981 -2.566
C -1.994 -0.831 2.693
H 0.219 -2.031 4.610
C 0.503 4.721 -0.941
C -6.540 1.233 -2.523
H -0.881 -4.963 -1.323
C 1.263 -3.860 4.206
C 0.979 -3.203 1.526
H -6.852 0.615 -3.354
C -3.065 -2.459 -0.629
C 0.108 3.412 -0.686
C -0.020 1.153 4.039
C 3.707 -4.583 -1.857
H 2.569 -3.708 -4.921
H 0.259 2.720 5.477
H -3.149 -4.576 -0.402
C -4.051 0.391 3.080
C 3.721 -0.457 1.561
H -4.638 4.547 0.395
H -2.338 1.206 2.088
H 4.030 -5.449 -1.292
H 2.552 -1.496 -3.859
N -3.431 2.113 -0.685
C 0.717 2.136 4.690
P 3.012 -0.595 -1.153
C -2.762 0.333 2.576
H -4.318 -2.786 4.209
C 5.905 -0.896 2.447
C 2.628 1.602 3.330
C -0.540 -2.875 -1.697
H 2.294 -5.610 3.511
C -2.544 -3.740 -0.732
C 0.453 -2.359 2.500
C 5.542 -0.913 0.081
H -3.056 3.046 -0.585
H 6.037 1.005 -4.814
H -6.103 4.130 1.276
H 0.267 6.479 -2.146
H -4.920 -3.219 0.127
C 1.639 -4.371 1.887
H -2.178 3.118 -3.181
C -5.707 2.842 -0.394
H 5.010 -0.760 -3.449
C 5.355 1.274 -4.017
H -4.623 1.308 2.996
H 0.883 1.575 0.142
C -4.787 2.053 -1.092
H 0.081 2.602 1.314
H 2.881 2.214 -1.219
H 6.561 -1.015 3.299
H 0.524 2.095 -4.049
H 3.652 1.785 3.035
C 1.891 0.602 2.718
H -5.620 -0.687 4.077
C 4.184 2.944 -2.752
C 3.595 1.948 -1.991
C -5.250 3.710 0.745
C 5.063 2.607 -3.772
C -2.458 1.174 -0.996
H -8.509 1.986 -2.115
H 5.510 3.382 -4.382
H 0.439 -3.058 -2.130
O 2.380 -0.204 1.717
H 2.044 -5.018 1.118
C -0.064 5.465 -1.966
C -1.448 3.591 -2.534
C 6.404 -1.028 1.157
H -1.053 0.992 4.319
C 0.543 0.386 3.026
C 4.185 -0.644 0.261
C 2.030 2.371 4.320
C 3.702 -3.332 -1.252
C -7.464 2.004 -1.835
C 3.888 0.605 -2.223
C -2.581 -1.955 3.268
P -0.330 -0.805 1.926
N -1.246 1.497 -1.284
H 4.011 -3.238 -0.218
H 1.679 3.051 0.733
C 4.567 -0.614 2.655
H -2.021 -2.879 3.339
H 1.378 -4.112 5.253
C 3.292 -2.205 -1.962
H 1.503 0.799 -4.745
C -1.042 4.895 -2.768
H 1.277 5.161 -0.322
```

Atom charges from the Mulliken analysis, given in e for atoms 1 to 99: number 1, H, carries 0.38; number 2, H, carries 0.34; number 3, H, carries 0.12; number 4, H, carries 0.42; number 5, H, carries 0.46; number 6, Tl, carries 2.22; number 7, C, carries -0.88; number 8, C, carries -0.44; number 9, C, carries -0.22; number 10, N, carries 1.28; number 11, C, carries -0.73; number 12, H, carries 0.12; number 13, C, carries -0.35; number 14, H, carries 0.42; number 15, C, carries -0.85; number 16, C, carries -0.73; number 17, C, carries -0.76; number 18, H, carries 0.45; number 19, H, carries 0.39; number 20, C, carries -1.93; number 21, C, carries -0.89; number 22, C, carries -0.02; number 23, H, carries 0.27; number 24, H, carries 0.42; number 25, C, carries -0.72; number 26, H, carries 0.56; number 27, C, carries -0.72; number 28, C, carries -1.26; number 29, H, carries 0.33; number 30, C, carries -0.01; number 31, C, carries -0.75; number 32, C, carries -1.63; number 33, H, carries 0.46; number 34, C, carries 0.54; number 35, H, carries 0.47; number 36, C, carries -0.35; number 37, C, carries -0.91; number 38, H, carries 0.51; number 39, C, carries -0.88; number 40, C, carries 0.23; number 41, H, carries 0.42; number 42, C, carries 1.61; number 43, C, carries 0.11; number 44, C, carries -0.66; number 45, C, carries -0.56; number 46, H, carries 0.47; number 47, H, carries 0.45; number 48, H, carries 0.35; number 49, C, carries -0.88; number 50, C, carries -0.49; number 51, H, carries 0.33; number 52, H, carries 0.56; number 53, H, carries 0.48; number 54, H, carries 0.53; number 55, N, carries 0.69; number 56, C, carries -0.86; number 57, P, carries 1.51; number 58, C, carries -0.37; number 59, H, carries 0.41; number 60, C, carries -0.72; number 61, C, carries -0.38; number 62, C, carries -0.39; number 63, H, carries 0.40; number 64, C, carries -0.85; number 65, C, carries -0.51; number 66, C, carries 0.40; number 67, H, carries 0.60; number 68, H, carries 0.42; number 69, H, carries 0.40; number 70, H, carries 0.41; number 71, H, carries 0.40; number 72, C, carries -0.88; number 73, H, carries 0.51; number 74, C, carries 0.73; number 75, H, carries 0.41; number 76, C, carries -0.81; number 77, H, carries 0.34; number 78, H, carries -0.47; number 79, C, carries 0.33; number 80, H, carries 0.87; number 81, H, carries 0.32; number 82, H, carries 0.44; number 83, H, carries 0.16; number 84, H, carries 0.60; number 85, C, carries -0.69; number 86, H, carries 0.39; number 87, C, carries -0.63; number 88, C, carries -0.66; number 89, C, carries -1.42; number 90, C, carries -0.59; number 91, C, carries -1.02; number 92, H, carries 0.40; number 93, H, carries 0.39; number 94, H, carries 0.06; number 95, O, carries 1.06; number 96, H, carries 0.51; number 97, C, carries -1.01; number 98, C, carries 0.41; number 99, C, carries -1.05